The following is a DFT calculation (wB97M-V/def2-TZVPD) of 5 unconnected molecules or ions with the total composition C17H47N4O5 in a non-equilibrium geometry.

frontier orbital gap	4.330	eV
strongest force on any atom	1.996	eV/Å
2S+1	1
net charge	-1
LUMO level	2.65	eV
energy above the lowest of the compared OMol25 structures with the same formula, charge and spin	0.0	kcal per mole

Last column: Löwdin charge in e.
Atoms and positions in Å:
C  -1.349  -2.076  -0.312  -0.485
O  -1.162  -2.387  -1.603  -0.409
H  -2.122  -1.273  -0.146  0.026
H  -1.632  -2.936  0.368  0.019
H  -0.385  -1.730  0.153  0.029
C  -2.357  0.513  -4.439  -0.065
C  -2.494  0.481  -2.935  -0.440
C  -2.394  1.892  -2.349  -0.222
O  -1.098  2.417  -2.411  -0.204
C  -0.974  3.725  -1.939  -0.124
N  -3.775  -0.134  -2.574  0.051
H  -1.376  0.863  -4.746  0.066
H  -3.198  1.055  -4.888  0.070
H  -2.498  -0.516  -4.787  0.082
H  -1.711  -0.155  -2.496  0.127
H  -2.781  1.853  -1.317  0.113
H  -3.092  2.535  -2.924  0.122
H  -1.439  4.439  -2.633  0.085
H  0.087  3.926  -1.798  0.082
H  -1.476  3.836  -0.965  0.077
H  -3.908  -0.079  -1.568  0.053
H  -4.515  0.459  -2.959  0.058
C  1.634  0.804  -3.786  -0.051
C  2.964  0.714  -3.029  -0.440
C  2.754  1.016  -1.560  -0.246
O  1.810  0.158  -0.993  -0.139
C  1.108  0.774  0.039  -0.144
N  3.631  -0.566  -3.268  0.039
H  0.947  1.442  -3.235  0.056
H  1.212  -0.193  -3.902  0.090
H  1.806  1.221  -4.783  0.068
H  3.610  1.541  -3.383  0.122
H  2.456  2.074  -1.504  0.116
H  3.716  0.988  -1.010  0.120
H  0.551  0.014  0.595  0.058
H  0.303  1.436  -0.313  0.074
H  1.675  1.284  0.833  0.085
H  4.059  -0.600  -4.183  0.061
H  4.359  -0.739  -2.586  0.059
C  3.952  -3.218  3.328  -0.085
C  3.140  -3.224  2.035  -0.440
C  1.926  -4.094  2.197  -0.252
O  1.355  -4.414  0.957  -0.160
C  0.243  -5.264  1.095  -0.118
N  2.770  -1.868  1.580  0.067
H  4.349  -4.204  3.582  0.069
H  3.323  -2.870  4.155  0.075
H  4.795  -2.526  3.266  0.067
H  3.738  -3.651  1.223  0.143
H  1.189  -3.569  2.833  0.135
H  2.214  -5.022  2.719  0.119
H  0.330  -5.946  1.958  0.075
H  0.100  -5.837  0.185  0.090
H  -0.642  -4.656  1.328  0.069
H  3.616  -1.413  1.256  0.068
H  2.450  -1.348  2.394  0.069
C  -1.013  3.750  3.767  -0.074
C  -1.428  2.332  3.382  -0.457
C  -1.843  2.300  1.932  -0.233
O  -2.412  1.105  1.460  -0.193
C  -3.605  0.678  2.079  -0.106
N  -0.326  1.388  3.584  0.056
H  -1.620  4.507  3.259  0.070
H  -0.001  4.005  3.438  0.078
H  -1.077  3.930  4.841  0.068
H  -2.316  2.130  3.999  0.122
H  -0.953  2.454  1.312  0.119
H  -2.502  3.150  1.688  0.124
H  -4.392  0.598  1.327  0.082
H  -3.960  1.355  2.863  0.076
H  -3.442  -0.296  2.549  0.091
H  -0.267  1.164  4.575  0.071
H  -0.637  0.498  3.189  0.078

=====

The following is a DFT calculation (wB97M-V/def2-TZVPD) of a single C21H24N4O5S2 molecule in a non-equilibrium geometry.

frontier orbital gap	8.934	eV
strongest force on any atom	1.180	eV/Å
2S+1	1
LUMO level	0.57	eV
energy above the lowest of the compared OMol25 structures with the same formula, charge and spin	0.0	kcal per mole
SMILES	Cc1sc2nc(CN3CCOCC3)nc(NS(=O)(=O)c3ccc4c(c3)OCCO4)c2c1C

Last column: Löwdin charge in e.
Atoms and positions in Å:
C  6.209  -2.905  2.762  -0.101
C  4.886  -2.604  2.146  -0.524
S  3.996  -3.909  1.389  1.106
C  2.717  -2.825  0.966  -0.522
N  1.634  -3.200  0.307  0.124
C  0.753  -2.245  0.065  -0.307
C  -0.516  -2.661  -0.618  -0.130
N  -1.229  -1.555  -1.215  -0.163
C  -2.575  -1.930  -1.606  -0.168
C  -3.296  -0.689  -2.127  -0.192
O  -2.636  -0.141  -3.242  -0.127
C  -1.302  0.189  -2.915  -0.170
C  -0.525  -1.003  -2.361  -0.152
N  0.891  -0.973  0.413  0.175
C  1.982  -0.588  1.054  -0.288
N  2.021  0.750  1.349  -0.001
S  1.448  1.835  0.165  0.694
O  1.777  1.328  -1.132  -0.270
O  2.027  3.088  0.555  -0.285
C  -0.323  1.915  0.355  -0.277
C  -1.040  1.111  1.216  -0.059
C  -2.417  1.226  1.248  0.022
C  -3.073  2.131  0.419  -0.210
C  -2.333  2.931  -0.465  -0.199
C  -0.948  2.821  -0.478  0.009
O  -2.933  3.791  -1.338  -0.013
C  -4.306  3.518  -1.528  -0.137
C  -4.987  3.320  -0.175  -0.138
O  -4.434  2.205  0.494  -0.019
C  2.988  -1.511  1.400  -0.112
C  4.245  -1.407  2.078  -0.268
C  4.798  -0.135  2.640  -0.027
H  6.210  -2.646  3.821  0.086
H  7.001  -2.342  2.270  0.088
H  6.429  -3.965  2.666  0.065
H  -0.266  -3.458  -1.342  0.132
H  -1.160  -3.108  0.147  0.132
H  -3.106  -2.317  -0.733  0.124
H  -2.574  -2.705  -2.394  0.130
H  -4.306  -0.939  -2.461  0.127
H  -3.346  0.052  -1.315  0.109
H  -0.844  0.546  -3.838  0.132
H  -1.289  0.992  -2.167  0.105
H  0.456  -0.651  -2.039  0.104
H  -0.402  -1.764  -3.154  0.132
H  2.838  1.100  1.825  0.090
H  -0.534  0.395  1.838  0.101
H  -3.015  0.617  1.906  0.126
H  -0.369  3.431  -1.152  0.139
H  -4.721  4.375  -2.060  0.135
H  -4.424  2.611  -2.135  0.138
H  -6.052  3.113  -0.290  0.134
H  -4.850  4.223  0.435  0.140
H  5.761  -0.317  3.109  0.076
H  4.941  0.602  1.849  0.091
H  4.125  0.277  3.392  0.090

=====

The following is a DFT calculation (wB97M-V/def2-TZVPD) of 7 unconnected molecules or ions with the total composition H14O7 in a non-equilibrium geometry.

frontier orbital gap	10.695	eV
strongest force on any atom	3.720	eV/Å
2S+1	1
LUMO level	0.14	eV
energy above the lowest of the compared OMol25 structures with the same formula, charge and spin	41.7	kcal per mole
SMILES	O.O.O.O.O.O.O

Last column: Löwdin charge in e.
Atoms and positions in Å:
O  -1.722  -1.754  -1.452  -0.038
H  -1.121  -2.374  -1.047  0.079
H  -1.827  -2.053  -2.377  0.103
O  -3.212  -1.354  0.805  -0.061
H  -2.830  -1.377  -0.117  0.010
H  -3.096  -0.552  1.233  -0.019
O  -1.268  0.842  -2.040  -0.044
H  -1.358  -0.089  -1.873  -0.030
H  -0.506  0.931  -2.630  0.063
O  -0.462  0.488  0.646  -0.062
H  0.097  1.293  0.613  0.035
H  -0.848  0.625  -0.222  -0.008
O  1.830  2.171  -0.103  -0.057
H  2.795  2.050  -0.091  0.063
H  1.701  1.657  -0.917  0.047
O  2.240  0.701  3.020  -0.080
H  2.299  1.515  2.447  0.044
H  3.099  0.668  3.472  0.035
O  1.559  -1.096  -0.160  -0.044
H  1.665  -1.761  0.475  0.008
H  0.972  -0.529  0.317  -0.044

=====

The following is a DFT calculation (wB97M-V/def2-TZVPD) of a molecular structure, C14H21FO4S2 in a non-equilibrium geometry.

frontier orbital gap	9.652	eV
strongest force on any atom	10.192	eV/Å
2S+1	1
LUMO level	0.24	eV
energy above the lowest of the compared OMol25 structures with the same formula, charge and spin	7.0	kcal per mole

Last column: Löwdin charge in e.
Atoms and positions in Å:
F  10.830  -12.110  -61.249  0.048
C  9.774  -12.313  -60.405  -0.177
C  9.858  -11.957  -59.028  0.021
C  8.938  -12.498  -58.093  -0.111
C  7.994  -13.357  -58.379  -0.109
C  7.809  -13.849  -59.723  -0.008
C  8.757  -13.351  -60.693  0.020
H  10.560  -11.331  -58.823  0.045
H  9.165  -12.194  -57.129  0.081
H  7.312  -13.554  -57.686  0.061
H  7.009  -14.514  -59.983  0.096
H  8.709  -13.737  -61.600  0.042
C  12.735  -18.138  -59.829  -0.146
C  11.605  -17.458  -59.063  -0.308
C  11.376  -16.183  -59.586  -0.327
S  11.468  -16.368  -61.238  0.589
O  12.534  -15.580  -61.713  -0.279
O  10.170  -16.176  -61.794  -0.295
C  12.017  -18.065  -61.232  -0.200
H  12.800  -19.040  -59.423  0.069
H  13.593  -17.506  -59.852  0.119
H  11.912  -17.392  -58.048  0.096
H  10.653  -18.089  -58.984  0.164
H  12.283  -15.618  -59.474  0.117
H  10.532  -15.703  -59.065  0.133
H  12.775  -18.362  -62.010  0.122
H  11.047  -18.672  -61.317  0.131
C  11.588  -15.028  -55.658  -0.185
C  11.500  -16.249  -54.798  -0.303
C  11.574  -15.770  -53.484  -0.341
S  10.699  -14.283  -53.329  0.673
O  11.436  -13.315  -52.458  -0.326
O  9.336  -14.578  -53.126  -0.290
C  10.659  -13.939  -55.025  -0.207
H  11.246  -15.396  -56.782  0.164
H  12.520  -14.712  -55.584  0.059
H  12.302  -17.174  -55.047  0.196
H  10.451  -16.545  -54.852  0.121
H  12.674  -15.641  -53.145  0.151
H  11.049  -16.419  -52.673  0.154
H  11.213  -12.999  -55.340  0.143
H  9.849  -13.861  -55.481  -0.003

=====

- What is the energy above the lowest of the compared OMol25 structures with the same formula, charge and spin in the fourth record?
  7.0 kcal per mole